Entry 1:
{
  "formula": "C22H23F3NO2",
  "method": "ωB97M-V/def2-TZVPD",
  "orbital_gap_ev": 7.49,
  "max_force_ev_per_a": 2.359,
  "total_charge": 1,
  "homo_energy_ev": -11.20,
  "elements": ["C", "C", "C", "C", "O", "C", "C", "C", "C", "C", "C", "C", "C", "O", "C", "C", "C", "C", "C", "H", "H", "H", "H", "H", "H", "H", "H", "H", "H", "H", "H", "H", "H", "H", "C", "C", "N", "C", "C", "F", "F", "F", "C", "H", "H", "H", "H", "H", "H", "H", "H"],
  "xyz": [[-6.187, 0.241, 2.263], [-5.330, -1.033, 2.061], [-3.934, -0.553, 2.391], [-4.015, 0.848, 2.643], [-5.272, 1.372, 2.609], [-2.916, 1.588, 3.086], [-1.717, 0.942, 3.225], [-1.568, -0.447, 2.943], [-0.301, -1.140, 2.928], [0.946, -0.469, 2.652], [2.158, -1.207, 2.738], [3.360, -0.599, 2.404], [3.377, 0.767, 1.972], [4.617, 1.337, 1.970], [5.583, 0.253, 2.328], [4.794, -1.047, 2.570], [2.191, 1.483, 1.791], [1.015, 0.852, 2.105], [-2.722, -1.193, 2.590], [-6.734, 0.544, 1.359], [-6.900, 0.123, 3.093], [-5.656, -1.832, 2.758], [-5.456, -1.405, 1.021], [-3.020, 2.666, 3.190], [-0.846, 1.534, 3.477], [-0.349, -2.189, 2.477], [2.160, -2.275, 2.977], [6.283, 0.185, 1.493], [6.125, 0.585, 3.222], [4.959, -1.426, 3.597], [5.111, -1.825, 1.838], [2.237, 2.474, 1.312], [0.077, 1.338, 1.843], [-2.642, -2.242, 2.330], [0.520, -2.110, 6.912], [1.026, -2.104, 5.501], [-0.123, -2.315, 4.556], [-1.328, -2.606, 5.395], [-1.998, -3.889, 4.944], [-3.205, -4.084, 5.541], [-2.266, -3.874, 3.591], [-1.248, -4.983, 5.204], [-0.933, -2.545, 6.858], [1.156, -2.757, 7.499], [0.543, -1.122, 7.366], [1.525, -1.180, 5.269], [1.788, -2.870, 5.292], [0.084, -3.154, 4.028], [-2.070, -1.856, 5.166], [-1.120, -3.503, 7.332], [-1.578, -1.807, 7.330]]
}



Entry 2:
{
  "formula": "C22H23FN3O3Ru",
  "method": "ωB97M-V/def2-TZVPD",
  "orbital_gap_ev": [6.33, 6.70],
  "e_above_lowest_ev": 1.7417,
  "max_force_ev_per_a": 4.135,
  "total_charge": 2,
  "spin_multiplicity": 2,
  "homo_energy_ev": [-13.52, -13.52],
  "elements": ["Ru", "C", "C", "C", "C", "C", "H", "H", "H", "H", "H", "F", "C", "C", "C", "C", "O", "C", "C", "N", "C", "C", "C", "C", "C", "C", "N", "C", "C", "N", "C", "C", "C", "O", "O", "H", "H", "H", "H", "H", "H", "H", "H", "H", "H", "H", "H", "H", "H", "H", "H", "H", "H"],
  "xyz": [[-0.693, -0.100, 5.207], [-3.148, -0.338, 5.409], [-2.601, -1.523, 5.951], [-1.792, -1.164, 7.075], [-1.843, 0.246, 7.218], [-2.639, 0.770, 6.155], [-3.882, -0.282, 4.621], [-2.864, -2.531, 5.662], [-1.349, -1.854, 7.777], [-1.449, 0.812, 8.050], [-2.995, 1.792, 6.083], [-2.942, -0.065, -1.338], [-1.636, -0.092, -1.018], [-1.334, -0.217, 0.310], [-0.007, -0.273, 0.741], [0.261, -0.460, 2.164], [-0.693, -0.559, 2.969], [1.656, -0.526, 2.470], [2.606, -0.425, 1.488], [2.332, -0.211, 0.193], [3.425, -0.100, -0.742], [3.699, 1.195, -1.457], [4.620, 0.728, -0.373], [1.019, -0.160, -0.221], [0.681, -0.025, -1.572], [-0.640, -0.018, -2.020], [-0.931, 0.083, -3.375], [-2.305, 0.254, -3.843], [-2.310, 0.501, -5.355], [-1.057, 1.203, -5.713], [0.097, 0.272, -5.584], [-0.123, -0.622, -4.351], [2.162, -0.694, 3.924], [3.269, -1.172, 4.027], [1.374, -0.299, 4.825], [-2.128, -0.305, 1.035], [3.648, -0.516, 1.764], [3.587, -1.023, -1.292], [3.076, 2.053, -1.252], [4.040, 1.142, -2.481], [4.588, 1.265, 0.563], [5.602, 0.358, -0.624], [1.483, 0.085, -2.283], [-2.737, 1.117, -3.333], [-2.935, -0.618, -3.630], [-3.178, 1.102, -5.628], [-2.350, -0.434, -5.913], [-0.935, 1.986, -5.058], [-1.104, 1.587, -6.663], [1.012, 0.859, -5.503], [0.156, -0.345, -6.482], [0.837, -0.909, -3.929], [-0.630, -1.548, -4.648]]
}



Entry 3:
{
  "formula": "C22H23IrN5O",
  "method": "ωB97M-V/def2-TZVPD",
  "orbital_gap_ev": [8.38, 5.03],
  "max_force_ev_per_a": 1.048,
  "total_charge": 3,
  "spin_multiplicity": 5,
  "homo_energy_ev": [-17.95, -17.84],
  "elements": ["Ir", "C", "C", "C", "C", "C", "C", "N", "C", "C", "C", "C", "C", "N", "C", "C", "C", "C", "C", "C", "N", "H", "H", "H", "H", "H", "H", "H", "H", "H", "H", "H", "H", "H", "H", "H", "N", "C", "N", "C", "C", "O", "C", "C", "H", "H", "H", "H", "H", "H", "H", "H"],
  "xyz": [[0.575, 0.396, -0.347], [-0.686, 1.729, -3.102], [-0.563, 0.244, -3.243], [-0.797, -0.379, -4.469], [-0.668, -1.748, -4.575], [-0.353, -2.506, -3.447], [-0.175, -1.861, -2.247], [-0.245, -0.503, -2.172], [-0.021, -2.547, -0.942], [-0.126, -3.905, -0.699], [-0.122, -4.339, 0.625], [-0.082, -3.427, 1.674], [0.010, -2.080, 1.364], [0.099, -1.707, 0.087], [-0.109, -0.937, 2.296], [-0.353, -1.045, 3.643], [-0.617, 0.115, 4.373], [-0.637, 1.340, 3.739], [-0.339, 1.413, 2.381], [-0.307, 2.722, 1.656], [-0.082, 0.285, 1.697], [-0.088, 2.249, -3.850], [-0.381, 2.081, -2.112], [-1.724, 2.032, -3.252], [-1.082, 0.222, -5.322], [-0.835, -2.239, -5.525], [-0.276, -3.582, -3.513], [-0.239, -4.616, -1.504], [-0.195, -5.397, 0.840], [-0.143, -3.768, 2.697], [-0.362, -2.011, 4.127], [-0.817, 0.046, 5.434], [-0.869, 2.246, 4.282], [0.274, 3.462, 2.206], [-1.317, 3.119, 1.536], [0.149, 2.631, 0.657], [2.509, 0.550, -0.924], [3.582, 0.549, -1.409], [4.754, 0.543, -1.897], [4.984, 0.249, -3.335], [5.667, -1.123, -3.402], [6.857, -1.096, -2.665], [6.667, -0.853, -1.295], [5.982, 0.505, -1.067], [5.665, 1.011, -3.715], [4.045, 0.277, -3.884], [5.921, -1.348, -4.436], [4.981, -1.891, -3.017], [7.653, -0.821, -0.836], [6.075, -1.649, -0.827], [6.634, 1.308, -1.411], [5.738, 0.656, -0.017]]
}